No. 1
A structure of composition H22KrO11, computed with ωB97M-V with the def2-TZVPD basis set.

Each line ends with the Mulliken charge.
Geometry (Å):
Kr  -0.134753  0.010022  -0.386932  -0.0054
O  0.387717  -1.502378  3.258548  -0.6920
H  1.067997  -0.829358  3.280988  0.3360
H  0.342407  -1.827898  4.157558  0.3195
O  -2.129653  -0.222848  3.238018  -0.7016
H  -2.819963  -0.856918  3.043928  0.3344
H  -1.317663  -0.726108  3.177708  0.3890
O  -0.902983  -3.448828  -2.299072  -0.6698
H  -1.172533  -2.570668  -2.568172  0.2919
H  -1.152033  -4.011538  -3.032262  0.3002
O  -2.693483  -0.944988  -2.289682  -0.5631
H  -2.667473  -0.348628  -3.037952  0.3019
H  -3.386413  -0.596308  -1.728872  0.2693
O  2.762137  0.062882  2.675648  -0.6301
H  3.667677  0.043242  2.985218  0.2808
H  2.828267  0.322082  1.756588  0.3877
O  -3.533723  1.500672  1.565258  -0.6298
H  -3.119203  2.155412  1.003368  0.3158
H  -2.816113  0.928142  1.836328  0.3567
O  3.529737  0.848892  0.096978  -0.6809
H  4.196097  1.513442  0.271838  0.3224
H  2.965277  1.244052  -0.567452  0.2943
O  1.961587  3.457072  0.552888  -0.5928
H  1.842877  2.902952  1.324308  0.3209
H  2.313347  4.277462  0.898528  0.2818
O  -0.230313  3.530342  -1.606842  -0.6093
H  0.460127  3.164712  -1.053812  0.3235
H  0.031467  4.440252  -1.747462  0.2830
O  0.927827  -4.191548  -0.446132  -0.6375
H  0.372247  -3.852318  -1.147912  0.4269
H  0.494807  -4.997838  -0.165732  0.2798
O  -1.067603  0.069182  -4.348842  -0.6274
H  -0.300983  -0.487948  -4.483462  0.3055
H  -0.706713  0.945292  -4.213102  0.3186

Cartesian forces, eV/Å:
0.09 0.03 0.06
-0.61 -0.23 0.01
0.67 0.35 -0.24
0.01 -0.19 0.24
-0.54 0.40 -0.02
-0.28 -0.16 0.03
0.88 -0.34 -0.09
0.06 -0.15 -0.22
-0.41 0.56 0.20
-0.03 -0.22 -0.13
-0.09 -0.26 0.08
0.33 0.16 -0.38
-0.17 -0.06 0.31
-0.33 0.09 0.74
0.14 -0.11 0.14
0.10 0.01 -0.77
-0.48 0.27 -0.39
0.02 0.20 -0.16
0.43 -0.33 0.52
0.06 -0.31 0.11
0.19 0.23 0.00
-0.26 0.13 -0.18
0.06 -0.07 -0.33
-0.11 -0.29 0.27
0.04 0.28 0.03
-0.33 -0.18 -0.35
0.26 0.00 0.37
0.04 0.21 -0.01
0.69 -0.18 0.50
-0.39 0.19 -0.37
-0.07 -0.11 0.11
-0.20 -0.01 -0.17
0.17 -0.21 -0.02
0.06 0.33 0.11

ΔE to the lowest compared entry with this formula, charge and spin ... 0.562 eV
HOMO level ... -10.233 eV
E_LUMO ... -0.05 eV
Electronic energy ... -3594.44580 Eh
Max |F| ... 1.0 eV/Å

---

No. 2
A cluster of 11 separate species, H22O11 in total, computed with ωB97M-V with the def2-TZVPD basis set.

Each line ends with the Mulliken charge.
Geometry (Å):
O  4.073930  -17.449999  7.356008  -0.6958
H  4.184473  -17.917470  6.522652  0.2918
H  4.550705  -17.994113  8.005466  0.3575
O  5.594907  -19.504209  8.552518  -0.6641
H  6.383796  -19.427482  7.995611  0.4645
H  5.456906  -20.448836  8.658896  0.3146
O  7.040115  -17.764046  4.580774  -0.6294
H  7.087536  -18.565078  4.052956  0.2833
H  7.371704  -18.022540  5.451809  0.3774
O  4.845258  -14.310579  5.694127  -0.6198
H  5.585634  -14.328413  6.305117  0.2961
H  4.149916  -13.860055  6.179502  0.3038
O  9.256965  -15.495386  9.667009  -0.5627
H  9.704461  -16.301997  9.950749  0.3310
H  8.898316  -15.124964  10.480268  0.2189
O  7.705057  -16.785462  7.714138  -0.5844
H  6.806385  -16.467917  7.843870  0.2489
H  8.243815  -16.339560  8.389944  0.3796
O  7.786147  -19.518503  6.787244  -0.7520
H  8.572239  -19.898893  6.381960  0.2963
H  8.119751  -19.066518  7.575177  0.2653
O  12.154920  -15.402234  8.964156  -0.6543
H  11.191134  -15.365366  8.913621  0.3726
H  12.353427  -15.837537  9.797271  0.2958
O  5.061586  -15.142122  8.459574  -0.6307
H  4.276387  -14.748711  8.851418  0.2492
H  4.732835  -15.940986  7.999194  0.4048
O  6.785808  -13.123197  9.090994  -0.5823
H  7.149801  -13.337172  9.953470  0.2812
H  6.368273  -13.943316  8.775869  0.3467
O  9.246518  -13.137345  7.145966  -0.6369
H  8.539482  -13.736896  6.892867  0.3159
H  8.800102  -12.457067  7.659152  0.3172

Cartesian forces, eV/Å:
0.16 0.16 0.43
0.10 0.17 -0.13
-0.22 -0.42 -0.18
0.15 0.18 0.16
-0.37 -0.26 -0.07
-0.08 -0.01 -0.01
-0.03 0.09 0.02
-0.02 -0.02 -0.01
-0.05 0.02 -0.05
-0.05 0.06 -0.34
-0.01 -0.03 0.07
0.00 0.02 0.04
0.14 -0.32 0.15
-0.06 -0.04 0.13
0.00 0.10 -0.05
0.17 -0.31 0.04
0.02 0.08 0.07
-0.31 0.20 -0.16
0.32 -0.17 0.26
-0.05 -0.14 -0.04
0.17 0.42 -0.27
-0.02 -0.20 -0.05
0.13 0.35 -0.05
0.05 0.04 0.03
0.00 -0.21 0.20
0.03 0.05 0.07
-0.22 0.04 -0.33
0.10 0.06 -0.07
-0.03 0.04 -0.02
-0.05 0.11 0.15
0.16 0.05 -0.07
-0.01 -0.05 0.00
-0.12 -0.08 0.07

ΔE to the lowest compared entry with this formula, charge and spin ... 1.471 eV
HOMO level ... -10.699 eV
E_LUMO ... -0.29 eV
Electronic energy ... -840.82606 Eh
Max |F| ... 0.5 eV/Å

---

No. 3
A cluster of 11 separate species, H22O11 in total in a non-equilibrium geometry, computed with ωB97M-V with the def2-TZVPD basis set.

Each line ends with the Mulliken charge.
Geometry (Å):
O  -12.621000  -20.426000  13.731000  -0.6950
H  -12.512000  -21.383000  13.798000  0.3588
H  -13.356000  -20.263000  13.164000  0.3163
O  -14.517000  -20.884000  18.556000  -0.6326
H  -14.147000  -20.269000  19.273000  0.2904
H  -14.003000  -20.692000  17.776000  0.4318
O  -15.027000  -23.162000  14.030000  -0.6493
H  -14.321000  -23.731000  13.657000  0.2821
H  -14.594000  -23.070000  14.869000  0.3688
O  -12.902000  -20.447000  16.450000  -0.6466
H  -12.640000  -20.584000  15.546000  0.3223
H  -12.780000  -19.497000  16.559000  0.2630
O  -9.789000  -25.072000  13.772000  -0.6467
H  -8.908000  -25.363000  13.842000  0.3400
H  -10.042000  -25.121000  14.714000  0.3277
O  -12.140000  -23.644000  13.175000  -0.5886
H  -11.260000  -23.820000  13.520000  0.2586
H  -12.268000  -24.302000  12.496000  0.3216
O  -10.523000  -25.765000  16.362000  -0.6598
H  -11.413000  -26.113000  16.443000  0.3354
H  -10.287000  -25.509000  17.266000  0.2838
O  -10.403000  -22.851000  15.377000  -0.6157
H  -10.111000  -22.580000  14.490000  0.3183
H  -9.589000  -23.288000  15.676000  0.2342
O  -12.019000  -22.705000  18.969000  -0.5618
H  -12.579000  -22.639000  19.711000  0.2881
H  -11.464000  -23.464000  19.089000  0.2600
O  -13.294000  -26.212000  14.872000  -0.6561
H  -12.975000  -25.681000  14.156000  0.3354
H  -13.642000  -25.560000  15.452000  0.3463
O  -12.966000  -23.389000  16.228000  -0.5048
H  -12.108000  -23.387000  15.836000  0.3325
H  -12.832000  -22.969000  17.067000  0.2417

Cartesian forces, eV/Å:
1.33 -0.15 0.68
-0.33 -0.17 -0.51
-0.92 -0.09 -0.54
0.13 1.20 2.79
-0.86 -1.38 -1.72
0.51 -0.04 -0.78
0.74 -0.88 -0.97
-0.78 0.45 -0.38
0.07 0.62 1.45
0.14 0.65 1.05
-0.12 -0.11 -0.91
0.02 -0.03 0.03
-1.28 0.56 0.47
1.89 -0.65 -0.48
-0.53 -0.25 -0.14
-0.42 0.36 0.27
0.23 -0.37 -0.06
0.11 -0.16 -0.54
0.51 0.19 0.72
-0.52 -0.14 -0.40
0.01 -0.09 -0.35
1.11 0.21 -0.48
-0.32 0.23 0.25
-0.46 0.09 0.29
0.82 0.45 -1.65
-1.15 0.07 1.28
0.32 -0.54 0.31
0.36 -1.31 -0.08
0.45 0.38 -0.71
-0.67 1.05 1.07
-1.42 -0.81 -0.43
1.09 0.05 -0.57
-0.05 0.58 1.06

ΔE to the lowest compared entry with this formula, charge and spin ... 1.397 eV
HOMO level ... -10.560 eV
E_LUMO ... -0.22 eV
Electronic energy ... -840.82880 Eh
Max |F| ... 3.0 eV/Å

---

Question: What is the formula in the first record?
Answer: H22KrO11

---

What did the third record say?
A cluster of 11 separate species, H22O11 in total in a non-equilibrium geometry, computed with ωB97M-V with the def2-TZVPD basis set.

Each line ends with the Mulliken charge.
Geometry (Å):
O  -12.621000  -20.426000  13.731000  -0.6950
H  -12.512000  -21.383000  13.798000  0.3588
H  -13.356000  -20.263000  13.164000  0.3163
O  -14.517000  -20.884000  18.556000  -0.6326
H  -14.147000  -20.269000  19.273000  0.2904
H  -14.003000  -20.692000  17.776000  0.4318
O  -15.027000  -23.162000  14.030000  -0.6493
H  -14.321000  -23.731000  13.657000  0.2821
H  -14.594000  -23.070000  14.869000  0.3688
O  -12.902000  -20.447000  16.450000  -0.6466
H  -12.640000  -20.584000  15.546000  0.3223
H  -12.780000  -19.497000  16.559000  0.2630
O  -9.789000  -25.072000  13.772000  -0.6467
H  -8.908000  -25.363000  13.842000  0.3400
H  -10.042000  -25.121000  14.714000  0.3277
O  -12.140000  -23.644000  13.175000  -0.5886
H  -11.260000  -23.820000  13.520000  0.2586
H  -12.268000  -24.302000  12.496000  0.3216
O  -10.523000  -25.765000  16.362000  -0.6598
H  -11.413000  -26.113000  16.443000  0.3354
H  -10.287000  -25.509000  17.266000  0.2838
O  -10.403000  -22.851000  15.377000  -0.6157
H  -10.111000  -22.580000  14.490000  0.3183
H  -9.589000  -23.288000  15.676000  0.2342
O  -12.019000  -22.705000  18.969000  -0.5618
H  -12.579000  -22.639000  19.711000  0.2881
H  -11.464000  -23.464000  19.089000  0.2600
O  -13.294000  -26.212000  14.872000  -0.6561
H  -12.975000  -25.681000  14.156000  0.3354
H  -13.642000  -25.560000  15.452000  0.3463
O  -12.966000  -23.389000  16.228000  -0.5048
H  -12.108000  -23.387000  15.836000  0.3325
H  -12.832000  -22.969000  17.067000  0.2417

Cartesian forces, eV/Å:
1.33 -0.15 0.68
-0.33 -0.17 -0.51
-0.92 -0.09 -0.54
0.13 1.20 2.79
-0.86 -1.38 -1.72
0.51 -0.04 -0.78
0.74 -0.88 -0.97
-0.78 0.45 -0.38
0.07 0.62 1.45
0.14 0.65 1.05
-0.12 -0.11 -0.91
0.02 -0.03 0.03
-1.28 0.56 0.47
1.89 -0.65 -0.48
-0.53 -0.25 -0.14
-0.42 0.36 0.27
0.23 -0.37 -0.06
0.11 -0.16 -0.54
0.51 0.19 0.72
-0.52 -0.14 -0.40
0.01 -0.09 -0.35
1.11 0.21 -0.48
-0.32 0.23 0.25
-0.46 0.09 0.29
0.82 0.45 -1.65
-1.15 0.07 1.28
0.32 -0.54 0.31
0.36 -1.31 -0.08
0.45 0.38 -0.71
-0.67 1.05 1.07
-1.42 -0.81 -0.43
1.09 0.05 -0.57
-0.05 0.58 1.06

ΔE to the lowest compared entry with this formula, charge and spin ... 1.397 eV
HOMO level ... -10.560 eV
E_LUMO ... -0.22 eV
Electronic energy ... -840.82880 Eh
Max |F| ... 3.0 eV/Å